{
  "formula": "C18H33Br12N3",
  "method": "the ωB97M-V functional and the def2-TZVPD basis",
  "symbols": ["Br", "C", "C", "Br", "H", "H", "H", "H", "Br", "C", "C", "Br", "H", "H", "H", "H", "Br", "C", "C", "Br", "H", "H", "H", "H", "Br", "C", "C", "Br", "H", "H", "H", "H", "Br", "C", "C", "Br", "H", "H", "H", "H", "Br", "C", "C", "Br", "H", "H", "H", "H", "C", "C", "N", "H", "H", "H", "C", "C", "N", "H", "H", "H", "C", "C", "N", "H", "H", "H"],
  "coordinates": [[-3.40193, -3.40634, -4.55066], [-4.69734, -3.12681, -3.11189], [-3.95364, -2.97461, -1.86720], [-5.38308, -2.72143, -0.40793], [-5.27163, -4.03792, -3.07067], [-5.39001, -2.29423, -3.30786], [-3.25371, -2.15842, -1.81706], [-3.43114, -3.88023, -1.59361], [-0.82490, 3.80968, -1.63152], [0.98478, 3.39486, -1.46218], [1.70538, 3.33234, -2.78623], [2.08035, 5.14522, -3.60038], [1.09776, 2.38196, -0.93908], [1.44752, 4.11307, -0.75161], [1.15718, 2.80350, -3.50061], [2.70538, 2.97309, -2.63320], [5.67001, -2.02422, 1.43090], [5.09534, -1.14439, -0.13171], [3.62078, -0.87576, -0.15435], [3.23354, -0.00349, -1.81726], [5.38158, -1.83901, -0.88244], [5.79384, -0.29557, -0.21095], [3.47377, -0.24576, 0.74230], [3.15410, -1.82145, -0.07314], [2.70841, -2.25986, 4.28322], [0.83537, -2.22966, 4.94764], [-0.11386, -2.48058, 3.84145], [-1.88429, -2.39129, 4.51785], [0.82586, -1.21325, 5.23939], [0.79023, -2.91377, 5.79367], [0.13711, -3.42388, 3.34556], [0.07607, -1.65378, 3.13682], [0.02315, -2.75549, -0.96874], [-0.12548, -2.07126, -2.73667], [0.23193, -3.05923, -3.85004], [0.48247, -2.01310, -5.50873], [0.49904, -1.24780, -2.60396], [-1.09796, -1.59097, -2.84996], [-0.44924, -3.89578, -4.06612], [1.15042, -3.52553, -3.66742], [-0.88631, 1.04190, 4.40977], [0.11523, 2.66305, 4.19930], [-0.59282, 3.56074, 3.24200], [0.73763, 4.90769, 2.56466], [1.10250, 2.26089, 3.88639], [0.25833, 3.07135, 5.22054], [-1.39779, 4.12772, 3.70536], [-0.84300, 2.99157, 2.36159], [3.43507, 1.90560, 2.96068], [4.52722, 2.21085, 2.08325], [5.27336, 2.74104, 1.37507], [2.88443, 1.02852, 2.66046], [2.72849, 2.69211, 2.64781], [3.49725, 1.89699, 3.99484], [-4.98211, 0.75513, -3.96511], [-3.83822, 0.35845, -3.11295], [-2.95662, 0.18308, -2.41448], [-5.92149, 0.71335, -3.43935], [-5.08613, 0.11646, -4.87883], [-4.92254, 1.80373, -4.25341], [-1.85278, 0.47681, 0.97449], [-0.40145, 0.46896, 1.03593], [0.73976, 0.41405, 1.08564], [-2.25454, 0.34530, 2.01565], [-2.11613, -0.44845, 0.38776], [-2.33048, 1.33429, 0.52731]],
  "mulliken_charge": [-0.148, -0.549, -0.267, -0.195, 0.481, 0.335, -0.194, 0.500, -0.143, 0.339, -0.920, -0.186, -0.308, 0.329, 0.514, 0.356, -0.161, -0.896, 0.212, -0.176, 0.495, 0.412, -0.232, 0.318, -0.169, -0.467, -0.096, -0.128, 0.147, 0.418, 0.413, -0.132, -0.189, 0.197, -0.674, -0.181, 0.065, -0.030, 0.337, 0.489, -0.173, 0.266, -0.173, -0.215, -0.545, 0.444, 0.426, -0.080, -0.378, 0.252, -0.492, 0.111, 0.016, 0.510, -1.029, 0.354, -0.214, 0.307, 0.269, 0.354, -0.394, -0.141, 0.100, 0.259, -0.067, 0.318],
  "smiles": "BrCCBr.BrCCBr.BrCCBr.BrCCBr.BrCCBr.BrCCBr.CC#N.CC#N.CC#N",
  "e_tot_ha": -31758.048056,
  "de_lowest_kj_mol": 23.4
}